Entry 1:
H3N2O2P3S as an isolated structure at a distorted geometry, computed with ωB97M-V/def2-TZVPD.

For the HOMO energy (spin up / spin down), the calculation gives -8.55 / -8.31 eV. The total energy comes out at -45822.5619 eV. Its charge is 0. The maximum force is 2.8 eV Å⁻¹. The value obtained for the energy above the lowest of the compared OMol25 structures with the same formula, charge and spin is 215.7 kJ/mol.

Each line ends with the Löwdin charge.
CARTESIAN COORDINATES (ANGSTROEM)
N -0.79158 -0.94533 0.66457  -0.52
N -0.49561 1.04779 -1.00618  -0.48
O 1.78451 0.71135 -0.14473  -0.63
O -0.74090 1.34348 1.80251  -0.92
P -1.31505 0.57237 0.43019  0.70
P 1.05945 0.46710 -1.38565  0.51
P 0.20300 -1.57243 -0.45978  0.64
S 0.77690 1.52311 2.29141  0.69
H -1.14771 1.60840 -1.55111  0.03
H -0.63506 -2.78316 -1.01145  -0.01
H 1.30206 -1.97267 0.37022  -0.02


Entry 2:
A 2-piece molecular cluster, H3N2O2S overall at a distorted geometry, computed with ωB97M-V/def2-TZVPD.

For the HOMO energy, the calculation gives -3.61 eV. The total energy comes out at -17957.3646 eV. Its charge is -1. The maximum force is 4.8 eV Å⁻¹. The value obtained for the energy above the lowest of the compared OMol25 structures with the same formula, charge and spin is 235.0 kJ/mol.

Each line ends with the Löwdin charge.
CARTESIAN COORDINATES (ANGSTROEM)
N -0.40973 0.50678 -1.06848  -0.19
N -0.87036 0.51439 0.24689  -0.37
O -0.12454 -1.95403 0.63836  -0.60
O 1.59198 -0.19961 0.66780  -0.62
S 0.27527 -0.64370 1.21689  0.55
H 0.61240 0.31529 -1.03544  0.02
H -0.84597 -0.31215 -1.49146  0.05
H -0.22907 1.77303 0.82543  0.16